# C38H58N8O3S3

11 unconnected molecules or ions with the total composition C38H58N8O3S3 in a non-equilibrium geometry (wB97M-V/def2-TZVPD, the Open Molecules 2025 dataset).

CARTESIAN COORDINATES (ANGSTROEM)
C -1.180 -0.253 -0.214
S 0.613 0.215 -0.134
O 0.845 0.428 1.408
C 1.247 -1.414 -0.687
H -1.540 -0.664 -1.157
H -1.683 0.698 -0.037
H -1.365 -0.980 0.576
H 1.180 -1.485 -1.773
H 0.776 -2.194 -0.088
H 2.317 -1.362 -0.486
C -1.073 5.422 2.439
S -1.810 4.443 1.003
O -0.807 3.652 0.228
C -3.104 3.447 1.807
H -0.576 6.250 1.934
H -0.377 4.819 3.022
H -1.844 5.766 3.128
H -3.978 3.379 1.159
H -3.590 3.630 2.765
H -2.668 2.457 1.935
C -4.547 -1.636 -0.944
S -4.636 -0.632 -2.472
O -5.267 -1.529 -3.542
C -5.878 0.665 -1.996
H -4.252 -0.992 -0.117
H -3.751 -2.370 -1.076
H -5.438 -2.202 -0.673
H -6.051 1.454 -2.728
H -5.789 1.088 -0.995
H -6.798 0.085 -1.924
N -3.035 -5.462 -2.900
C -2.119 -4.909 -3.780
C -1.090 -4.326 -3.093
C -1.379 -4.402 -1.769
C -2.603 -5.135 -1.633
H -3.839 -6.055 -3.051
H -2.237 -4.946 -4.853
H -0.127 -4.059 -3.503
H -0.793 -3.900 -1.013
H -3.196 -5.229 -0.736
N 2.075 3.318 3.219
C 2.322 3.506 1.891
C 2.817 4.792 1.686
C 2.989 5.298 2.940
C 2.498 4.499 3.916
H 1.734 2.443 3.592
H 2.167 2.732 1.154
H 3.183 5.214 0.762
H 3.558 6.196 3.130
H 2.470 4.594 4.991
N 3.613 -4.080 -3.075
C 3.529 -3.804 -1.760
C 2.539 -4.661 -1.228
C 2.001 -5.405 -2.256
C 2.819 -5.175 -3.357
H 4.168 -3.699 -3.829
H 4.116 -3.019 -1.306
H 2.227 -4.660 -0.194
H 1.232 -6.162 -2.298
H 2.836 -5.543 -4.372
N -2.249 0.176 5.722
C -1.963 1.418 5.317
C -1.446 1.382 4.014
C -1.439 -0.013 3.669
C -2.020 -0.716 4.707
H -2.396 -0.048 6.696
H -2.046 2.197 6.060
H -0.998 2.245 3.544
H -1.056 -0.343 2.714
H -2.139 -1.781 4.841
N -4.348 3.421 -4.386
C -5.198 4.000 -3.482
C -4.663 3.808 -2.215
C -3.542 3.026 -2.263
C -3.394 2.758 -3.668
H -4.361 3.456 -5.396
H -6.096 4.513 -3.793
H -5.084 4.300 -1.351
H -2.899 2.785 -1.429
H -2.557 2.208 -4.074
N 2.865 -0.712 -5.168
C 1.606 -1.140 -4.696
C 0.610 -0.300 -5.199
C 1.268 0.787 -5.704
C 2.612 0.439 -5.765
H 3.767 -1.160 -5.089
H 1.460 -1.987 -4.042
H -0.464 -0.411 -5.213
H 0.800 1.636 -6.180
H 3.436 0.967 -6.222
N 1.690 0.138 4.437
C 3.053 0.489 4.513
C 3.464 0.225 5.818
C 2.396 -0.265 6.552
C 1.266 -0.250 5.707
H 1.143 0.126 3.588
H 3.557 0.752 3.595
H 4.472 0.387 6.169
H 2.480 -0.522 7.598
H 0.225 -0.395 5.957
N 6.366 -1.107 0.080
C 5.269 -0.469 0.466
C 4.405 -1.337 1.105
C 4.978 -2.562 1.037
C 6.199 -2.395 0.394
H 7.222 -0.640 -0.180
H 5.231 0.611 0.473
H 3.477 -1.215 1.644
H 4.631 -3.530 1.368
H 6.963 -3.098 0.096

Summary:
Calculated total energy (eV): -90907.851
Multiplicity: 1
Frontier orbital gap (eV): 7.9
HOMO (eV): -7.532
Energy above the lowest of the compared OMol25 structures with the same formula, charge and spin (kJ/mol): 331.0
F_max (Eh/bohr): 0.070

***

# C38H58N8O4P2Ti

A molecular structure, C38H58N8O4P2Ti in a non-equilibrium geometry (wB97M-V/def2-TZVPD, the Open Molecules 2025 dataset).

CARTESIAN COORDINATES (ANGSTROEM)
Ti -0.697 -1.318 0.709
C 2.019 2.592 0.224
C 0.661 2.118 0.734
C -0.439 3.074 0.260
C 0.593 1.944 2.247
C 1.313 2.795 3.077
C 1.219 2.700 4.458
C 0.402 1.741 5.025
C -0.341 0.863 4.237
C -1.217 -0.180 4.916
C -2.482 0.455 5.513
C -0.455 -0.925 6.019
C -0.255 0.975 2.838
N -1.023 0.134 1.956
C -2.319 0.478 1.721
O -3.070 1.134 2.408
C -2.783 0.028 0.350
C -4.121 0.005 0.003
C -4.466 -0.254 -1.300
C -3.463 -0.342 -2.254
C -2.144 -0.252 -1.872
N -1.792 -0.170 -0.556
C -1.147 0.004 -3.010
O -1.401 -0.507 -4.122
N -0.152 0.794 -2.666
C 0.491 1.524 -3.691
C -0.224 2.490 -4.444
C 0.425 3.150 -5.481
C 1.762 2.911 -5.770
C 2.473 2.035 -4.970
C 1.863 1.359 -3.916
C 2.684 0.448 -3.022
C 2.934 -0.904 -3.695
C 4.009 1.077 -2.588
C -1.654 2.896 -4.116
C -1.739 4.398 -3.816
C -2.623 2.507 -5.240
H 2.004 2.616 -0.870
H 2.827 1.925 0.551
H 2.252 3.602 0.574
H 0.461 1.158 0.281
H -0.260 4.076 0.663
H -1.426 2.750 0.594
H -0.443 3.119 -0.835
H 1.949 3.558 2.641
H 1.783 3.378 5.090
H 0.325 1.682 6.107
H -1.514 -0.890 4.150
H -2.208 1.237 6.229
H -3.073 -0.303 6.041
H -3.092 0.900 4.732
H -0.260 -0.268 6.870
H 0.504 -1.311 5.665
H -1.050 -1.765 6.388
H -4.856 0.181 0.778
H -5.507 -0.346 -1.589
H -3.681 -0.446 -3.309
H -0.128 3.870 -6.078
H 2.247 3.425 -6.592
H 3.526 1.863 -5.174
H 2.106 0.286 -2.111
H 3.545 -0.772 -4.592
H 1.993 -1.367 -4.013
H 3.456 -1.594 -3.022
H 4.696 1.198 -3.429
H 4.505 0.435 -1.852
H 3.850 2.059 -2.139
H -1.963 2.377 -3.214
H -1.592 4.992 -4.723
H -0.973 4.692 -3.094
H -2.718 4.650 -3.398
H -2.390 3.056 -6.159
H -3.656 2.736 -4.956
H -2.546 1.438 -5.455
C 3.580 -1.498 0.665
P 2.082 -1.464 1.741
C 2.778 -0.560 3.172
C 2.217 -3.200 2.365
C 1.076 -3.527 3.330
P -0.501 -3.278 2.412
C -0.604 -4.909 1.576
C -1.771 -3.495 3.720
H 4.460 -1.723 1.270
H 3.729 -0.526 0.184
H 3.486 -2.267 -0.108
H 3.599 -1.124 3.619
H 2.009 -0.362 3.918
H 3.145 0.409 2.828
H 3.196 -3.327 2.830
H 2.172 -3.858 1.493
H 1.091 -2.822 4.168
H 1.165 -4.535 3.736
H -0.496 -5.689 2.329
H 0.178 -5.012 0.827
H -1.570 -5.019 1.086
H -1.325 -3.336 4.702
H -2.184 -4.502 3.667
H -2.581 -2.785 3.572
N 0.849 -1.300 -1.062
N 0.545 -2.316 -2.026
C -0.723 -2.831 -1.844
N -1.425 -3.283 -2.888
N -1.051 -2.884 -0.579
N -2.353 -2.968 -0.170
O -2.458 -2.455 1.075
O -3.318 -3.501 -0.826
H 0.642 -0.395 -1.519
H 1.835 -1.346 -0.892
H 0.735 -2.041 -2.979
H -1.383 -2.670 -3.699
H -2.357 -3.574 -2.615

Summary:
Calculated total energy (eV): -102151.172
Expectation value of S²: 2.013
Multiplicity: 3
Frontier orbital gap (alpha / beta) (eV): 6.5 / 7.0
HOMO (alpha / beta) (eV): -6.917 / -7.501
Energy above the lowest of the compared OMol25 structures with the same formula, charge and spin (kJ/mol): 125.6
F_max (Eh/bohr): 0.065

***

# C38H59BMnN10OP

A molecular structure, C38H59BMnN10OP (wB97M-V/def2-TZVPD, the Open Molecules 2025 dataset).

CARTESIAN COORDINATES (ANGSTROEM)
Mn -0.472 -0.650 -0.169
N 2.309 2.594 0.227
C 2.176 1.326 -0.151
N 0.904 0.982 -0.025
C 0.304 2.121 0.434
N 1.130 3.120 0.600
C -1.135 2.159 0.700
C -1.760 3.265 1.264
N -3.059 3.268 1.525
C -3.738 2.172 1.214
C -3.128 1.062 0.643
N -1.821 1.052 0.385
H 3.142 3.166 0.228
H 2.981 0.708 -0.509
H -1.187 4.151 1.510
H -4.801 2.167 1.419
H -3.702 0.181 0.396
C -3.547 -1.724 -1.459
C -2.901 -2.633 -2.501
C -3.948 -3.526 -3.165
C -1.773 -3.410 -1.850
C -2.037 -4.583 -1.151
C -1.008 -5.320 -0.591
C 0.301 -4.885 -0.705
C 0.621 -3.710 -1.378
C 2.091 -3.352 -1.514
C 2.633 -3.614 -2.921
C 2.438 -1.937 -1.057
C -0.437 -2.971 -1.934
N -0.166 -1.777 -2.686
B -0.317 -0.424 -2.272
N -0.162 0.392 -3.407
C 0.008 -0.473 -4.497
C -0.003 -1.755 -4.082
C -0.173 1.820 -3.565
C -1.379 2.515 -3.383
C -1.368 3.890 -3.587
C -0.211 4.547 -3.974
C 0.962 3.839 -4.149
C 1.010 2.463 -3.939
C 2.318 1.721 -4.145
C 3.455 2.349 -3.334
C 2.701 1.675 -5.627
C -2.678 1.795 -3.066
C -3.283 1.209 -4.347
C -3.698 2.679 -2.355
H -4.258 -1.031 -1.913
H -2.773 -1.124 -0.959
H -4.062 -2.304 -0.689
H -2.477 -1.996 -3.279
H -4.484 -4.141 -2.442
H -3.492 -4.187 -3.902
H -4.687 -2.910 -3.676
H -3.054 -4.943 -1.072
H -1.226 -6.247 -0.078
H 1.102 -5.479 -0.282
H 2.612 -4.035 -0.838
H 2.226 -2.906 -3.642
H 2.393 -4.624 -3.253
H 3.719 -3.509 -2.929
H 2.157 -1.197 -1.809
H 3.514 -1.851 -0.887
H 1.952 -1.706 -0.102
H 0.125 -0.087 -5.495
H 0.087 -2.663 -4.654
H -2.278 4.459 -3.460
H -0.230 5.614 -4.146
H 1.858 4.361 -4.459
H 2.190 0.693 -3.798
H 3.697 3.348 -3.696
H 4.360 1.746 -3.413
H 3.185 2.446 -2.280
H 2.913 2.678 -6.001
H 1.902 1.260 -6.241
H 3.594 1.068 -5.775
H -2.447 0.955 -2.401
H -3.503 2.006 -5.059
H -4.217 0.685 -4.133
H -2.601 0.508 -4.830
H -4.116 3.430 -3.026
H -3.262 3.205 -1.503
H -4.538 2.075 -2.004
C -1.270 -4.106 2.790
N -1.270 -2.879 3.583
C -1.848 -3.025 4.916
P -0.291 -1.648 3.156
O -0.473 -1.367 1.671
N -0.699 -0.310 4.016
C -2.049 0.231 3.885
C -0.017 0.092 5.243
N 1.274 -2.031 3.451
C 1.671 -2.974 4.494
C 2.354 -1.164 3.001
H -2.296 -4.443 2.633
H -0.716 -4.900 3.300
H -0.817 -3.924 1.819
H -2.917 -3.226 4.837
H -1.710 -2.119 5.501
H -1.383 -3.856 5.453
H -2.493 -0.095 2.946
H -2.009 1.323 3.899
H -2.695 -0.096 4.704
H 0.988 -0.319 5.277
H -0.560 -0.234 6.135
H 0.058 1.180 5.273
H 0.813 -3.533 4.855
H 2.126 -2.454 5.341
H 2.399 -3.681 4.093
H 1.997 -0.500 2.217
H 3.172 -1.769 2.605
H 2.746 -0.556 3.822

Summary:
Calculated total energy (eV): -98589.606
Expectation value of S²: 6.462
Multiplicity: 5
Frontier orbital gap (alpha / beta) (eV): 6.3 / 7.3
HOMO (alpha / beta) (eV): -13.108 / -13.203
Charge: +2
F_max (Eh/bohr): 0.011

***

# C38H61F15NO13

6 unconnected molecules or ions with the total composition C38H61F15NO13 in a non-equilibrium geometry (wB97M-V/def2-TZVPD, the Open Molecules 2025 dataset).

CARTESIAN COORDINATES (ANGSTROEM)
C 6.405 -2.246 -0.906
C 6.338 -2.703 -2.364
O 5.905 -1.622 -3.172
C 4.892 -1.904 -4.117
C 3.953 -0.703 -4.168
C 3.067 -0.658 -2.914
C 2.694 0.770 -2.519
C 2.004 0.888 -1.157
C 0.514 0.480 -1.058
C -0.048 1.191 0.203
C -0.110 2.716 0.119
O 0.639 3.370 1.145
C 0.432 -1.040 -0.773
C -0.671 -1.794 -1.510
C -2.066 -1.535 -0.956
C -0.377 -3.291 -1.356
N -0.554 -1.469 -2.954
O -1.056 -2.331 -3.752
C -0.789 -0.063 -3.349
C -2.251 0.219 -3.722
C 0.024 0.162 -4.648
C -0.348 0.954 -2.256
H 6.590 -1.172 -0.910
H 7.173 -2.768 -0.343
H 5.434 -2.382 -0.428
H 7.335 -3.016 -2.684
H 5.659 -3.553 -2.439
H 4.308 -2.779 -3.819
H 5.332 -2.060 -5.106
H 3.348 -0.733 -5.073
H 4.572 0.195 -4.154
H 2.166 -1.255 -3.084
H 3.608 -1.118 -2.085
H 2.138 1.265 -3.316
H 3.642 1.310 -2.435
H 2.162 1.901 -0.779
H 2.554 0.227 -0.481
H 0.547 0.893 1.072
H -1.043 0.776 0.371
H -1.144 3.045 0.190
H 0.263 3.083 -0.841
H 1.372 2.802 1.391
H 1.375 -1.536 -0.994
H 0.250 -1.174 0.295
H -2.814 -2.083 -1.529
H -2.353 -0.485 -0.973
H -2.103 -1.885 0.075
H -1.223 -3.875 -1.713
H 0.497 -3.583 -1.933
H -0.255 -3.520 -0.298
H -2.687 -0.599 -4.289
H -2.869 0.457 -2.858
H -2.255 1.095 -4.371
H 0.179 1.222 -4.833
H 0.952 -0.401 -4.652
H -0.565 -0.218 -5.484
H -1.254 1.424 -1.874
H 0.195 1.750 -2.760
C 1.154 6.359 2.054
C 1.265 7.492 1.061
O 1.062 8.784 1.679
C 2.076 9.262 2.377
O 3.148 8.759 2.539
C 1.698 10.640 2.955
F 0.510 10.599 3.563
F 1.632 11.545 1.972
F 2.604 11.042 3.834
H 0.192 6.395 2.568
H 1.236 5.396 1.542
H 1.936 6.422 2.810
H 0.480 7.420 0.311
H 2.225 7.489 0.546
C -2.419 0.673 5.883
C -1.809 1.561 4.822
O -2.348 1.277 3.511
C -3.555 1.750 3.262
O -4.246 2.394 3.994
C -3.952 1.376 1.821
F -3.742 0.081 1.579
F -3.210 2.083 0.957
F -5.229 1.641 1.590
H -2.283 -0.378 5.624
H -1.942 0.863 6.844
H -3.487 0.857 5.989
H -0.742 1.373 4.730
H -1.946 2.618 5.046
C 10.506 -6.551 2.949
C 11.110 -5.620 1.921
O 10.576 -5.859 0.601
C 9.365 -5.386 0.368
O 8.671 -4.768 1.119
C 8.956 -5.710 -1.082
F 9.166 -6.994 -1.372
F 9.669 -4.968 -1.936
F 7.671 -5.441 -1.269
H 10.651 -7.590 2.651
H 10.981 -6.393 3.917
H 9.437 -6.380 3.059
H 12.179 -5.797 1.825
H 10.965 -4.573 2.185
C -3.830 -3.656 -4.301
C -5.100 -3.866 -5.093
O -5.685 -5.163 -4.841
C -6.335 -5.295 -3.698
O -6.507 -4.459 -2.861
C -6.904 -6.723 -3.592
F -5.970 -7.636 -3.866
F -7.909 -6.880 -4.460
F -7.367 -6.951 -2.371
H -3.114 -4.451 -4.508
H -3.372 -2.705 -4.562
H -4.028 -3.658 -3.230
H -4.891 -3.857 -6.160
H -5.840 -3.092 -4.890
C -7.419 2.627 4.060
C -8.371 3.773 4.316
O -9.424 3.408 5.236
C -9.090 3.357 6.514
O -8.023 3.595 6.995
C -10.325 2.968 7.351
F -10.936 1.896 6.841
F -11.201 3.978 7.370
F -9.974 2.695 8.600
H -7.968 1.754 3.701
H -6.682 2.911 3.315
H -6.891 2.341 4.967
H -8.886 4.055 3.401
H -7.852 4.654 4.693

Summary:
Calculated total energy (eV): -109265.142
Expectation value of S²: 0.754
Multiplicity: 2
Frontier orbital gap (alpha / beta) (eV): 8.9 / 9.8
HOMO (alpha / beta) (eV): -8.557 / -9.637
F_max (Eh/bohr): 0.029